Entry 1:
{
  "formula": "C18H38O7PS3",
  "method": "ωB97M-V/def2-TZVPD",
  "gap_ev": 5.8,
  "total_charge": -1,
  "mol_weight_g_mol": 493.7,
  "e_homo_ev": -3.93,
  "symbols": ["C", "C", "C", "P", "O", "C", "C", "O", "O", "O", "C", "C", "C", "C", "C", "C", "C", "H", "H", "H", "H", "H", "H", "H", "H", "H", "H", "H", "H", "H", "H", "H", "H", "H", "H", "H", "H", "C", "S", "O", "C", "H", "H", "H", "H", "H", "H", "C", "S", "O", "C", "H", "H", "H", "H", "H", "H", "C", "S", "O", "C", "H", "H", "H", "H", "H", "H"],
  "xyz": [[-2.790, -1.464, -3.031], [-1.335, -1.736, -3.482], [-0.578, -0.446, -3.732], [-1.206, 0.586, -5.247], [0.402, 1.129, -5.715], [0.483, 2.501, -5.445], [-0.290, 2.740, -4.106], [0.691, 2.414, -3.096], [-1.417, 1.948, -4.169], [-0.791, -2.683, -2.528], [0.493, -2.428, -2.042], [0.541, -1.428, -0.893], [-0.580, -1.101, -0.152], [-0.455, -0.220, 0.890], [0.751, 0.346, 1.233], [1.874, 0.042, 0.499], [1.739, -0.846, -0.549], [-2.808, -0.613, -2.342], [-3.169, -2.382, -2.560], [-3.440, -1.275, -3.887], [-1.436, -2.256, -4.452], [0.490, -0.578, -3.945], [-0.610, 0.201, -2.851], [-0.997, -0.512, -6.185], [-2.564, 0.109, -5.197], [-1.652, 1.367, -6.409], [1.510, 2.860, -5.321], [-0.086, 3.102, -6.181], [-0.592, 3.774, -3.867], [0.213, 2.242, -2.272], [1.245, -2.191, -2.806], [0.842, -3.378, -1.597], [-1.546, -1.544, -0.369], [-1.292, 0.055, 1.522], [0.838, 1.023, 2.080], [2.863, 0.436, 0.723], [2.641, -1.104, -1.111], [4.825, -2.595, 4.752], [4.022, -1.721, 3.398], [2.762, -1.145, 3.936], [3.581, -3.185, 2.456], [5.147, -1.860, 5.487], [4.120, -3.289, 5.213], [5.693, -3.135, 4.372], [2.954, -3.839, 3.064], [4.488, -3.706, 2.150], [3.028, -2.864, 1.574], [-1.707, 4.451, 2.203], [-2.922, 3.384, 1.411], [-2.242, 2.106, 1.092], [-3.025, 4.323, -0.120], [-1.460, 4.022, 3.173], [-0.808, 4.505, 1.589], [-2.132, 5.446, 2.343], [-2.039, 4.384, -0.582], [-3.408, 5.322, 0.092], [-3.708, 3.805, -0.790], [-0.799, 0.014, 5.177], [-0.633, -1.454, 4.149], [-2.004, -1.967, 3.891], [0.089, -2.495, 5.427], [-1.274, 0.790, 4.579], [-1.418, -0.210, 6.047], [0.191, 0.348, 5.490], [-0.589, -2.559, 6.280], [1.048, -2.076, 5.731], [0.242, -3.488, 5.007]],
  "atomic_forces_ev_per_a": [[0.397, -0.460, 0.027], [-1.103, 0.444, -0.882], [0.435, 0.158, 0.093], [-0.567, -1.630, -2.070], [0.364, 1.021, 0.980], [-0.904, 0.516, 0.743], [0.731, -0.149, -0.539], [-0.565, -0.300, 0.438], [0.484, 0.628, 0.425], [0.407, 0.200, -0.150], [0.307, -0.565, 0.859], [-0.166, -0.167, -0.712], [-0.430, -0.420, -0.223], [-0.586, 0.454, 1.160], [0.602, 0.609, 0.420], [0.295, -0.239, -0.079], [1.224, -0.196, -0.430], [-0.210, -0.194, -0.029], [0.065, 0.271, 0.175], [0.194, 0.251, 0.115], [0.357, -0.119, 0.233], [-0.251, -0.282, -0.058], [-0.180, -0.226, -0.047], [0.207, -0.222, 0.313], [-0.092, 0.369, 0.923], [-0.087, 0.286, 0.268], [-0.076, -0.145, -0.275], [0.423, -0.139, -0.249], [-0.035, -0.024, -0.551], [0.072, -0.053, -0.098], [-0.311, 0.214, -0.010], [-0.201, 0.051, -0.222], [0.166, 0.037, -0.123], [-0.182, -0.225, -0.358], [-0.175, -0.089, -0.096], [-0.215, 0.115, 0.091], [-0.233, 0.051, -0.083], [0.010, -0.113, 0.092], [-0.013, 0.104, -0.157], [0.046, -0.086, 0.215], [-0.087, -0.113, -0.063], [-0.028, 0.049, -0.055], [-0.040, 0.025, -0.041], [-0.004, 0.024, -0.023], [-0.008, 0.057, 0.038], [0.019, 0.046, 0.004], [-0.004, 0.101, 0.048], [0.128, 0.103, -0.008], [-0.144, 0.077, -0.038], [-0.012, 0.148, 0.097], [0.043, 0.101, -0.085], [-0.051, -0.054, -0.023], [-0.029, -0.061, -0.033], [-0.029, -0.019, 0.001], [0.007, -0.073, 0.024], [-0.018, -0.019, 0.033], [0.025, -0.067, 0.047], [-0.001, 0.088, 0.200], [0.175, -0.064, -0.337], [-0.080, -0.005, 0.230], [0.025, 0.023, 0.312], [0.003, -0.075, -0.083], [-0.024, -0.049, -0.039], [0.026, -0.033, -0.069], [-0.065, 0.000, -0.061], [0.006, 0.015, -0.120], [-0.039, 0.039, -0.084]],
  "mulliken_charge": [-1.54, 0.45, -0.76, -0.13, -0.49, -0.78, 0.23, -0.53, -0.41, -0.40, -1.09, 1.05, -0.23, -0.73, -0.51, -0.86, -0.76, 0.15, 0.42, 0.57, 0.19, 0.33, -0.03, 0.07, 0.01, 0.17, 0.36, 0.36, 0.27, 0.25, 0.40, 0.42, 0.49, 0.73, 0.46, 0.51, 0.38, -1.00, 0.45, -0.50, -0.63, 0.34, 0.27, 0.38, 0.27, 0.40, 0.04, -0.95, 0.34, -0.41, -0.93, 0.29, 0.29, 0.39, 0.24, 0.39, 0.33, -0.96, 0.83, -0.70, -1.06, 0.19, 0.41, 0.32, 0.38, 0.26, 0.30]
}



Entry 2:
{
  "formula": "C22H56Cl4O14",
  "method": "ωB97M-V/def2-TZVPD",
  "gap_ev": 9.5,
  "smiles": "C1CCOC1.C1CCOC1.ClCCl.ClCCl.OCCO.OCCO.OCCO.OCCO.OCCO.OCCO",
  "mol_weight_g_mol": 686.5,
  "e_homo_ev": -9.44,
  "de_lowest_kcal_mol": 76.28,
  "symbols": ["C", "C", "C", "O", "C", "H", "H", "H", "H", "H", "H", "H", "H", "C", "C", "C", "O", "C", "H", "H", "H", "H", "H", "H", "H", "H", "Cl", "C", "Cl", "H", "H", "Cl", "C", "Cl", "H", "H", "O", "C", "C", "O", "H", "H", "H", "H", "H", "H", "O", "C", "C", "O", "H", "H", "H", "H", "H", "H", "O", "C", "C", "O", "H", "H", "H", "H", "H", "H", "O", "C", "C", "O", "H", "H", "H", "H", "H", "H", "O", "C", "C", "O", "H", "H", "H", "H", "H", "H", "O", "C", "C", "O", "H", "H", "H", "H", "H", "H"],
  "xyz": [[-7.983, -1.657, 3.943], [-6.843, -0.980, 3.194], [-7.528, 0.336, 2.741], [-8.604, 0.606, 3.681], [-8.705, -0.495, 4.608], [-7.594, -2.291, 4.741], [-8.613, -2.132, 3.191], [-6.393, -1.661, 2.472], [-6.133, -0.743, 3.986], [-8.072, 0.187, 1.809], [-6.883, 1.207, 2.625], [-9.772, -0.664, 4.749], [-8.310, -0.264, 5.597], [6.194, 3.200, -0.594], [7.179, 3.830, 0.361], [8.081, 4.617, -0.507], [7.371, 4.906, -1.724], [6.573, 3.833, -2.000], [5.174, 3.473, -0.320], [6.220, 2.111, -0.621], [7.705, 3.075, 0.945], [6.694, 4.513, 1.058], [8.940, 3.977, -0.703], [8.410, 5.526, -0.004], [7.172, 3.196, -2.650], [5.739, 4.184, -2.608], [-1.666, 6.782, 4.883], [-0.059, 7.384, 5.297], [-0.181, 9.002, 6.086], [0.362, 6.705, 6.038], [0.569, 7.400, 4.407], [0.644, 1.413, 8.335], [-0.518, 0.047, 8.501], [0.456, -1.484, 8.359], [-1.041, 0.219, 9.442], [-1.248, 0.054, 7.692], [1.351, 5.034, -6.998], [1.461, 3.897, -7.835], [0.517, 2.790, -7.389], [-0.853, 3.172, -7.459], [1.932, 5.714, -7.346], [1.307, 4.183, -8.875], [2.498, 3.614, -7.652], [0.603, 2.496, -6.343], [0.660, 1.978, -8.102], [-1.001, 3.987, -6.974], [-2.283, -6.242, -3.120], [-2.474, -6.408, -1.745], [-1.740, -7.740, -1.380], [-0.325, -7.675, -1.415], [-1.472, -5.747, -3.258], [-2.080, -5.611, -1.115], [-3.522, -6.471, -1.453], [-2.053, -8.514, -2.082], [-2.098, -8.153, -0.437], [-0.057, -7.278, -2.247], [-0.929, 6.089, -2.539], [-2.183, 6.532, -2.148], [-3.340, 6.142, -3.034], [-3.112, 6.493, -4.392], [-0.904, 6.217, -3.490], [-2.488, 6.378, -1.113], [-2.049, 7.611, -2.229], [-4.240, 6.613, -2.639], [-3.480, 5.068, -2.914], [-3.258, 7.438, -4.479], [2.056, -5.322, -4.441], [2.881, -4.160, -4.118], [2.153, -3.306, -3.064], [0.998, -2.728, -3.664], [2.095, -5.438, -5.393], [3.869, -4.539, -3.857], [2.964, -3.607, -5.054], [2.830, -2.507, -2.757], [1.889, -3.907, -2.194], [0.680, -2.030, -3.086], [3.427, -8.837, 2.549], [2.571, -8.623, 3.657], [2.432, -7.112, 3.920], [1.676, -6.504, 2.849], [2.931, -8.663, 1.746], [1.577, -9.055, 3.540], [3.047, -9.142, 4.489], [3.442, -6.702, 3.931], [1.997, -6.960, 4.908], [1.828, -6.960, 2.018], [-0.446, -1.097, 2.613], [0.445, -0.047, 2.394], [-0.234, 1.230, 1.762], [-0.260, 1.291, 0.342], [0.047, -1.917, 2.693], [0.907, 0.192, 3.352], [1.333, -0.315, 1.821], [0.368, 2.089, 2.059], [-1.213, 1.495, 2.162], [-0.012, 2.160, 0.017]],
  "atomic_forces_ev_per_a": [[-0.072, 0.327, 0.220], [-0.379, 0.806, 1.158], [-0.829, -0.687, -0.349], [1.014, -0.313, 0.546], [-0.625, 0.320, -0.850], [-0.244, -0.615, -0.424], [-0.214, -0.436, 0.453], [-0.017, 0.527, -0.263], [0.549, 0.143, -0.322], [0.376, -0.059, -0.420], [0.073, -0.087, 0.292], [-0.044, -0.180, -0.019], [0.418, 0.256, -0.022], [-0.817, -0.062, -1.452], [-0.772, -0.243, 1.105], [0.925, 0.229, -0.708], [1.271, 2.057, 1.564], [-0.632, -1.308, 0.179], [-0.033, 0.013, -0.140], [0.172, 0.032, -0.019], [0.103, 0.131, 0.021], [-0.244, -0.210, 0.091], [0.425, 0.205, -0.473], [0.054, 0.151, -0.505], [-0.192, -0.901, 0.093], [-0.262, -0.096, 0.244], [0.035, -0.046, -0.158], [-0.004, 0.083, 0.642], [0.261, -0.583, -0.507], [-0.062, 0.178, -0.134], [-0.230, 0.363, 0.155], [-0.623, -0.226, -0.073], [0.816, 0.101, -0.420], [-0.988, 0.724, 0.434], [0.413, -0.666, 0.072], [0.384, 0.069, -0.029], [-0.944, 0.617, 0.429], [0.802, 0.023, 0.857], [-0.721, 0.985, 0.051], [-0.371, -0.062, -0.925], [-0.051, 0.057, 0.051], [-0.160, -0.264, -0.138], [0.137, -0.913, -0.690], [1.139, -0.280, -0.090], [-0.101, -0.272, 0.346], [0.252, 0.121, 0.127], [-0.293, 0.755, -0.558], [1.136, -1.765, 1.204], [-1.048, -0.032, -0.176], [-0.109, 0.341, 0.632], [-0.012, 0.197, -0.141], [0.320, 0.294, -0.235], [-0.184, -0.212, -0.572], [-0.251, 0.147, -0.456], [0.546, 0.394, 0.490], [0.006, -0.064, -0.208], [0.643, -1.614, 0.290], [-0.701, 2.285, -0.262], [0.187, -0.267, 0.501], [0.040, -0.441, 0.087], [0.127, -0.075, -0.269], [0.687, -0.692, 0.143], [-0.756, 0.693, 0.236], [-0.145, 0.124, -0.020], [-0.047, -0.143, -0.676], [-0.011, 0.106, -0.030], [0.300, 0.451, 0.425], [-1.381, -0.699, -0.579], [0.586, -0.143, -0.789], [0.163, -0.298, -0.040], [-0.091, -0.071, 0.045], [0.011, 0.359, 0.538], [0.181, 0.477, 0.207], [0.212, 0.002, 0.178], [0.004, -0.158, 0.045], [-0.075, 0.035, 0.037], [-0.197, -0.208, -0.254], [0.219, 0.696, 0.510], [0.340, -1.065, -0.990], [-0.141, 0.202, 1.207], [0.083, -0.165, -0.182], [-0.102, -0.116, -0.270], [0.014, 0.206, 0.151], [0.081, 0.157, 0.033], [-0.528, 0.354, -0.322], [0.196, -0.043, 0.082], [-0.654, -0.484, -0.441], [0.104, 1.443, -0.239], [1.165, 0.555, 0.518], [-0.207, -1.124, -0.404], [-0.021, -0.059, 0.005], [-0.260, 0.729, 0.334], [-0.238, -0.184, -0.739], [0.388, -0.093, 0.489], [-0.276, -0.783, 0.158], [0.002, -0.012, 0.310]],
  "mulliken_charge": [-0.51, -0.50, -0.44, -0.40, -0.42, 0.30, 0.31, 0.35, 0.26, 0.24, 0.29, 0.26, 0.27, -0.40, -0.45, -0.48, -0.39, -0.43, 0.19, 0.31, 0.28, 0.25, 0.27, 0.34, 0.26, 0.26, -0.14, -0.21, -0.15, 0.23, 0.27, -0.15, -0.25, -0.15, 0.29, 0.26, -0.51, -0.32, -0.41, -0.52, 0.29, 0.29, 0.30, 0.30, 0.29, 0.30, -0.51, -0.43, -0.34, -0.49, 0.31, 0.24, 0.33, 0.24, 0.37, 0.27, -0.50, -0.43, -0.40, -0.52, 0.32, 0.35, 0.29, 0.29, 0.28, 0.31, -0.50, -0.46, -0.32, -0.53, 0.29, 0.29, 0.34, 0.33, 0.26, 0.30, -0.50, -0.62, -0.13, -0.46, 0.31, 0.29, 0.34, 0.22, 0.31, 0.24, -0.51, -0.40, -0.37, -0.52, 0.30, 0.30, 0.31, 0.28, 0.29, 0.31]
}



Which formula does entry 2 have?
C22H56Cl4O14